# 1
ORCA calculation (wB97M-V/def2-TZVPD) on a molecular structure, C30H49BN2P2Re in a non-equilibrium geometry.

As for the multiplicity: 4. As for the expectation value of S²: 3.80. The HOMO-LUMO gap (spin up / spin down) is 6.72 / 6.03 eV. The value obtained for the total energy is -56256.5370 eV. The net charge is +2.

XYZ file:
```
85
Properties=species:S:1:pos:R:3:forces:R:3:lowdin_charge:R:1
Re -0.330 0.617 0.396 0.2898 1.4844 -0.5889 1.214
C -0.313 -0.678 4.212 0.0237 0.0268 0.0164 -0.081
C 0.627 -1.413 3.252 -0.1287 0.2276 -0.1313 -0.680
C 1.642 -2.233 4.048 0.0454 -0.0296 0.0119 -0.060
C -0.206 -2.343 2.361 0.1211 0.0412 0.0328 -0.089
P 1.389 -0.156 2.080 0.5571 -0.2889 0.1976 1.081
C 2.587 -1.166 1.055 -0.0703 0.1139 -0.0380 -0.208
N 1.943 -1.421 -0.216 -0.0126 0.2562 0.1536 -0.006
B 0.917 -0.602 -0.761 -0.4547 -0.3136 0.2705 -0.655
N 0.522 -1.174 -2.000 -0.0412 0.1720 -0.0154 -0.011
C -0.566 -0.681 -2.814 0.0359 0.0853 0.1582 -0.226
P -1.740 0.205 -1.666 -0.0201 -0.5104 -0.4421 1.098
C -2.928 -1.119 -1.022 0.1322 0.1575 0.0225 -0.670
C -4.074 -1.475 -1.965 -0.0538 0.0123 0.0055 -0.068
C -3.490 -0.569 0.298 -0.0358 0.0679 -0.1318 -0.090
C -2.116 -2.390 -0.740 0.0786 0.0655 -0.0284 -0.075
C -2.571 1.489 -2.759 0.1783 0.0190 0.3373 -0.667
C -3.738 2.116 -1.992 -0.0082 -0.0430 0.0336 -0.071
C -3.030 0.845 -4.068 -0.0829 -0.0760 -0.0006 -0.061
C -1.534 2.574 -3.069 0.0456 0.0357 -0.0129 -0.078
C 1.266 -2.330 -2.188 0.2588 -0.1984 0.1572 -0.148
C 1.217 -3.281 -3.200 -0.0248 0.0916 -0.0687 0.004
C 2.042 -4.384 -3.091 0.0396 -0.0039 0.0441 -0.053
C 2.909 -4.537 -2.002 -0.0297 -0.0269 -0.0497 -0.055
C 2.979 -3.592 -0.997 0.0959 0.0598 0.0823 0.006
C 2.146 -2.483 -1.086 -0.1436 -0.1366 -0.3716 -0.143
C 2.353 1.190 2.963 -0.1713 -0.0552 -0.1393 -0.674
C 1.336 2.239 3.436 0.0365 -0.0486 -0.0199 -0.079
C 3.166 0.661 4.142 0.0010 0.0283 0.0615 -0.069
C 3.303 1.827 1.941 -0.0049 -0.0434 0.0905 -0.074
H -0.918 -1.406 4.755 0.0073 -0.0211 -0.0151 0.105
H 0.235 -0.092 4.950 -0.0327 -0.0188 -0.0098 0.077
H -0.999 -0.009 3.682 -0.0238 0.0005 0.0265 0.075
H 1.090 -2.971 4.634 -0.0105 0.0010 0.0084 0.106
H 2.335 -2.788 3.417 -0.0073 -0.0200 -0.0120 0.082
H 2.218 -1.627 4.743 -0.0524 -0.0879 -0.0320 0.067
H -0.631 -3.145 2.968 -0.0300 0.0225 0.0216 0.110
H -1.047 -1.799 1.916 -0.0293 -0.0285 -0.0168 0.046
H 0.380 -2.808 1.566 -0.0196 -0.0021 -0.0223 0.087
H 3.512 -0.606 0.912 0.0148 -0.0281 0.0796 0.102
H 2.833 -2.094 1.568 -0.0401 -0.0442 0.0216 0.093
H -0.194 0.023 -3.560 -0.1144 -0.0027 -0.0644 0.103
H -1.084 -1.487 -3.336 -0.0165 -0.0242 0.0214 0.107
H -4.710 -0.622 -2.191 -0.0202 -0.0648 0.0066 0.071
H -3.710 -1.905 -2.899 -0.0148 0.0098 0.0036 0.092
H -4.702 -2.228 -1.484 0.0372 -0.0243 0.0233 0.107
H -4.132 0.297 0.140 0.0440 0.0191 0.0583 0.081
H -4.079 -1.335 0.807 0.0253 -0.0176 0.0095 0.107
H -2.689 -0.267 0.998 -0.0452 -0.0494 0.0626 0.035
H -1.805 -2.889 -1.658 0.0223 0.0117 -0.0154 0.092
H -1.218 -2.190 -0.153 -0.0004 -0.0804 -0.0097 0.039
H -2.732 -3.096 -0.180 -0.0436 0.0371 0.0000 0.111
H -4.551 1.411 -1.822 0.0086 0.0417 0.0207 0.070
H -3.410 2.517 -1.029 -0.0278 0.0241 -0.0002 0.082
H -4.147 2.946 -2.570 0.0356 0.0000 -0.0327 0.104
H -3.753 0.047 -3.919 0.0501 0.0672 -0.0793 0.064
H -3.513 1.611 -4.678 0.0282 0.0418 0.0169 0.108
H -2.189 0.458 -4.645 -0.0122 -0.0048 -0.0339 0.086
H -1.194 3.083 -2.171 -0.0321 0.0405 0.0076 0.054
H -0.661 2.184 -3.596 -0.0217 0.0043 0.0051 0.085
H -1.998 3.321 -3.716 -0.0300 -0.0478 -0.0347 0.108
H 0.563 -3.157 -4.053 0.0034 -0.0272 0.0079 0.119
H 2.026 -5.142 -3.862 -0.0162 0.0096 -0.0029 0.117
H 3.537 -5.416 -1.951 0.0252 0.0232 0.0025 0.117
H 3.671 -3.715 -0.173 -0.0267 0.0044 0.0086 0.119
H 0.659 1.850 4.194 -0.0080 0.0343 -0.0376 0.070
H 1.873 3.080 3.877 0.0174 -0.0010 -0.0023 0.105
H 0.753 2.627 2.596 0.0177 0.0549 0.0542 0.049
H 2.536 0.375 4.984 0.0400 0.0029 -0.0258 0.077
H 3.800 -0.183 3.862 0.0124 0.0142 0.0288 0.093
H 3.823 1.461 4.489 -0.0001 0.0084 -0.0135 0.106
H 2.806 2.038 0.998 -0.0388 0.0799 -0.1869 0.059
H 3.658 2.776 2.346 0.0025 -0.0086 0.0059 0.105
H 4.179 1.207 1.755 -0.0177 0.0149 -0.0084 0.086
C 1.013 5.079 -0.919 0.0089 0.0626 -0.0248 -0.035
C 1.680 4.007 -1.504 -0.0102 -0.0564 0.0176 -0.047
C 1.340 2.708 -1.166 0.0905 -0.0806 0.0000 -0.125
C 0.315 2.476 -0.241 -0.3023 -1.0916 0.4212 -0.359
C -0.368 3.558 0.324 -0.1233 0.0169 0.0950 -0.144
C -0.010 4.857 -0.005 -0.0387 -0.0423 0.0030 -0.053
H 1.289 6.092 -1.180 -0.0027 -0.0104 -0.0032 0.122
H 2.467 4.182 -2.226 0.0075 0.0257 0.0199 0.122
H 1.869 1.876 -1.614 0.0181 0.0398 -0.0315 0.104
H -1.194 3.406 1.018 0.0341 -0.0092 0.0437 0.107
H -0.531 5.690 0.448 0.0009 0.0107 -0.0235 0.121
```
Forces are in eV/Å.

---

# 2
ORCA calculation (wB97M-V/def2-TZVPD) on 2 unconnected molecules or ions with the total composition C4H12N3.

As for the multiplicity: 1. The HOMO-LUMO gap is 8.36 eV. The value obtained for the total energy is -8806.1220 eV. As for the energy relative to the best compared isomer or geometry (same formula, charge and spin): 1.6122 eV. The net charge is +1.

XYZ file:
```
19
Properties=species:S:1:pos:R:3:forces:R:3:nbo_charge:R:1
C -1.165 -0.969 1.642 0.0665 0.4540 0.4048 -0.409
N -0.030 2.442 0.918 0.0105 0.1796 -0.5325 -0.712
C -0.740 1.340 1.008 0.2076 -0.2259 0.2118 0.413
N -0.342 0.249 1.596 -0.1305 -0.0343 -0.4767 -0.490
H -0.863 -1.691 0.890 0.0386 0.0590 -0.1253 0.227
H -2.195 -0.649 1.506 -0.0613 -0.2575 -0.0897 0.223
H -1.065 -1.397 2.635 -0.0530 -0.1171 0.0037 0.237
H 0.971 2.469 1.054 -0.0689 -0.1076 0.2330 0.426
H -0.401 3.191 0.353 -0.0339 0.0808 0.0692 0.434
H -1.740 1.345 0.594 -0.0711 0.1054 0.0952 0.226
H 0.624 0.194 1.879 0.1025 -0.1156 0.1807 0.419
C 0.888 0.377 -1.828 -0.3847 -0.5026 -0.1998 -0.573
C 1.287 -0.862 -1.523 0.5131 -0.2180 -0.1642 0.019
N 0.670 -2.027 -1.978 -0.2352 0.4085 0.6219 -0.787
H -0.015 0.450 -2.430 0.0348 0.3207 0.0263 0.195
H 1.486 1.262 -1.689 0.1169 -0.0459 0.1682 0.211
H 2.225 -1.063 -1.012 -0.0186 0.1654 0.0567 0.195
H -0.273 -1.848 -2.272 -0.3363 -0.1157 -0.4155 0.368
H 0.679 -2.813 -1.344 0.3030 -0.0331 -0.0677 0.378
```
Forces are in eV/Å.

---

# 3
ORCA calculation (wB97M-V/def2-TZVPD) on a molecular structure, C2H5IO2P in a non-equilibrium geometry.

As for the multiplicity: 1. The HOMO-LUMO gap (spin up / spin down) is 7.77 / 7.77 eV. The value obtained for the total energy is -23639.5569 eV. As for the energy relative to the best compared isomer or geometry (same formula, charge and spin): 3.8289 eV. The net charge is -1.

XYZ file:
```
11
Properties=species:S:1:pos:R:3:forces:R:3:nbo_charge:R:1
C -1.460 -0.236 0.257 1.9367 0.9846 1.0362 -1.020
C 1.110 0.664 -0.335 -2.3371 2.7118 0.2755 -0.835
O 0.588 -1.516 1.397 0.4314 0.0391 0.5129 -1.161
O 0.537 -1.557 -1.207 -0.2506 -0.5514 -0.2909 -1.156
P 0.248 -0.889 0.099 -1.1198 -0.3957 0.0530 2.156
I 3.071 0.725 0.123 1.3837 0.3340 0.5495 0.167
H -1.421 0.313 1.201 0.0452 0.1132 0.0168 0.223
H -1.617 0.493 -0.496 -0.5864 0.4532 -0.9504 0.215
H -2.216 -0.938 0.395 -1.2679 -1.4798 -0.3049 0.220
H 0.120 2.293 -0.034 1.8956 -2.8118 -0.3407 -0.010
H 1.039 0.647 -1.400 -0.1307 0.6028 -0.5570 0.200
```
Forces are in eV/Å.

---

# 4
ORCA calculation (wB97M-V/def2-TZVPD) on 2 unconnected molecules or ions with the total composition C6H8BClS in a non-equilibrium geometry.

As for the multiplicity: 1. The HOMO-LUMO gap is 7.46 eV. The value obtained for the total energy is -30381.2195 eV.

XYZ file:
```
17
Properties=species:S:1:pos:R:3:forces:R:3:nbo_charge:R:1
B 1.341 -0.497 -0.166 -2.9379 -1.5443 1.3922 1.094
C -1.506 1.437 -0.347 -0.4463 3.3306 0.8650 -0.327
C -2.749 1.852 0.081 0.2447 -0.0677 -0.0965 -0.455
C -1.332 0.109 -0.497 2.6889 -3.3342 -0.2998 -0.197
C -2.492 -0.553 -0.276 -0.0064 0.0475 0.2266 -0.377
C 2.262 0.681 -0.013 0.9088 -0.7926 -0.9239 -1.154
C 1.628 -1.988 0.280 0.8625 0.6024 -1.3859 -1.102
S -3.776 0.496 0.148 -0.3542 0.2087 0.3033 0.449
Cl -2.822 -2.215 -0.130 0.1103 -0.8732 -0.2184 0.021
H -0.696 2.122 -0.463 0.3548 0.5706 -0.0030 0.200
H -3.067 2.812 0.479 0.0486 -0.1617 -0.5159 0.237
H 2.869 0.510 0.875 -0.1932 0.1914 0.4351 0.272
H 1.807 1.636 -0.066 -0.1129 0.9776 -0.0688 0.269
H 3.031 0.511 -0.805 -0.4962 0.5006 0.0600 0.278
H 1.123 -2.797 -0.294 -0.0150 0.6606 0.8018 0.272
H 1.718 -2.185 1.396 -0.1561 0.3836 -1.5010 0.284
H 2.662 -1.931 -0.201 -0.5007 -0.6997 0.9290 0.235
```
Forces are in eV/Å.

---

# 5
ORCA calculation (wB97M-V/def2-TZVPD) on C3H2N2O in the gas phase in a non-equilibrium geometry.

As for the multiplicity: 1. The HOMO-LUMO gap is 9.51 eV. The value obtained for the total energy is -8167.8497 eV. As for the energy relative to the best compared isomer or geometry (same formula, charge and spin): 1.8632 eV.

XYZ file:
```
8
Properties=species:S:1:pos:R:3:forces:R:3:nbo_charge:R:1
N -0.259 2.509 -0.937 0.0101 -0.8055 0.4936 -0.284
C -0.241 1.510 -0.352 0.0328 1.0512 -0.1987 0.234
C -0.220 0.241 0.296 0.0312 0.2183 -0.0867 -0.024
O -1.395 -0.224 0.846 -0.1590 -0.1387 0.5295 -0.654
C 0.794 -0.564 0.071 -0.0591 0.3670 0.5281 0.356
N 1.573 -1.398 -0.380 -1.1315 0.6292 -0.6753 -0.514
H -1.191 -0.660 1.684 -0.1719 0.1599 -0.0999 0.491
H 0.939 -1.414 -1.226 1.4475 -1.4814 -0.4907 0.396
```
Forces are in eV/Å.

---

# 6
ORCA calculation (wB97M-V/def2-TZVPD) on 2 unconnected molecules or ions with the total composition H4NO2P2 in a non-equilibrium geometry.

As for the multiplicity: 1. The HOMO-LUMO gap is 8.03 eV. The value obtained for the total energy is -24228.8186 eV. As for the energy relative to the best compared isomer or geometry (same formula, charge and spin): 2.3758 eV. The net charge is -1.

XYZ file:
```
9
Properties=species:S:1:pos:R:3:forces:R:3:nbo_charge:R:1
N -0.364 -1.500 -0.928 -1.1433 2.3220 -1.0921 -1.315
O -1.273 1.692 0.446 1.6415 -0.9414 -1.3276 -0.983
O 0.142 0.842 -1.681 -0.2378 1.8637 -0.5668 -1.122
P 2.345 -0.247 0.210 -0.0473 -0.4537 0.3415 -0.562
P 0.565 -0.259 -0.816 0.5301 -2.3655 -0.4499 1.696
H 0.031 -2.310 -0.625 1.1971 -2.8598 1.5317 0.345
H -0.352 2.102 0.506 -1.9145 -0.9646 -0.3486 0.467
H -1.162 1.002 -0.338 -0.4342 2.5535 2.0037 0.494
H 2.251 1.122 0.019 0.4084 0.8457 -0.0921 -0.019
```
Forces are in eV/Å.

---

# 7
ORCA calculation (wB97M-V/def2-TZVPD) on a molecular structure, C40H36Cl5N2O3P2PbTe.

As for the multiplicity: 1. The HOMO-LUMO gap is 7.02 eV. The value obtained for the total energy is -144913.4743 eV. As for the energy relative to the best compared isomer or geometry (same formula, charge and spin): 0.6762 eV. The net charge is +1.

XYZ file:
```
90
Properties=species:S:1:pos:R:3:forces:R:3:lowdin_charge:R:1
Pb -1.155 0.456 -0.154 -0.0526 -0.1432 -0.0424 1.197
C 2.331 -0.030 -1.269 -0.0393 -0.0930 0.1073 -0.264
P 0.758 -0.702 -1.957 0.0052 0.0669 0.0913 0.993
C 0.958 -2.487 -1.727 0.0350 0.0401 -0.0363 -0.363
C 0.253 -3.102 -0.698 -0.0331 -0.0051 0.0387 -0.093
C 0.455 -4.444 -0.409 0.0046 -0.0067 -0.0162 -0.059
C 1.357 -5.179 -1.163 0.0006 0.0124 0.0027 -0.059
C 2.061 -4.573 -2.198 -0.0034 -0.0217 0.0073 -0.064
C 1.870 -3.231 -2.477 -0.0033 -0.0040 0.0110 -0.087
C 0.887 -0.363 -3.731 0.0323 -0.0908 -0.0393 -0.366
C 1.464 0.824 -4.183 0.0125 -0.0435 -0.1061 -0.096
C 1.527 1.100 -5.541 -0.0003 0.0725 0.0863 -0.072
C 0.994 0.207 -6.456 -0.0604 -0.0392 -0.1009 -0.070
C 0.388 -0.961 -6.013 0.0147 0.0146 -0.0177 -0.069
C 0.337 -1.249 -4.659 -0.0387 0.0566 0.0333 -0.094
C 2.231 0.043 0.232 -0.1183 0.0657 -0.2429 -0.498
C 3.232 -0.112 1.174 -0.0651 -0.1220 0.0104 -0.057
C 2.586 -0.263 2.424 -0.0396 0.1411 0.0563 -0.085
C 1.231 -0.131 2.191 0.2028 -0.1806 -0.1128 -0.457
C 0.104 -0.240 3.153 -0.1161 -0.0273 0.2737 -0.284
P -1.250 -1.338 2.533 -0.0743 -0.0892 0.0015 0.987
C -2.529 -1.007 3.787 0.0336 -0.0776 0.0486 -0.386
C -3.537 -0.099 3.472 -0.0329 0.0178 -0.0276 -0.106
C -4.497 0.243 4.414 0.0006 -0.0002 0.0067 -0.079
C -4.461 -0.331 5.676 -0.0270 0.0173 0.0089 -0.076
C -3.465 -1.245 5.996 0.0238 -0.0191 0.0008 -0.070
C -2.501 -1.581 5.058 -0.0224 0.0302 0.0070 -0.083
C -0.704 -3.034 2.925 0.0501 0.0654 0.0494 -0.393
C 0.629 -3.372 3.145 -0.0309 0.0213 -0.0107 -0.080
C 0.985 -4.690 3.401 0.0127 0.0186 0.0008 -0.075
C 0.017 -5.680 3.445 -0.0095 -0.0217 -0.0188 -0.083
C -1.315 -5.353 3.217 0.0356 -0.0407 -0.0275 -0.079
C -1.670 -4.042 2.948 -0.0719 0.0368 -0.0243 -0.112
N 1.000 0.067 0.855 0.1295 -0.1088 -0.0902 -0.158
H 2.539 0.923 -1.758 -0.0289 0.0912 0.0898 0.053
H 3.132 -0.717 -1.553 0.0338 0.0865 -0.0199 0.104
H -0.450 -2.533 -0.097 0.0114 -0.0192 -0.0170 0.053
H -0.090 -4.906 0.404 -0.0079 -0.0146 0.0228 0.099
H 1.514 -6.227 -0.946 -0.0005 -0.0031 0.0011 0.111
H 2.765 -5.149 -2.785 -0.0030 -0.0043 0.0026 0.110
H 2.425 -2.764 -3.282 -0.0054 0.0123 0.0022 0.113
H 1.848 1.553 -3.483 0.0560 0.0106 -0.0264 0.094
H 1.983 2.022 -5.881 -0.0014 -0.0097 -0.0014 0.115
H 1.039 0.428 -7.514 -0.0054 -0.0072 0.0016 0.113
H -0.046 -1.650 -6.726 0.0071 -0.0030 0.0070 0.113
H -0.133 -2.165 -4.323 0.0073 -0.0192 0.0158 0.112
H 4.288 -0.210 0.972 0.0112 -0.0263 -0.0349 0.109
H 3.055 -0.443 3.380 -0.0182 0.0185 0.0094 0.114
H -0.382 0.728 3.314 -0.0154 0.0001 0.0150 0.078
H 0.456 -0.592 4.126 0.0123 0.0373 -0.0083 0.103
H -3.580 0.340 2.481 0.0195 -0.0027 0.0001 0.089
H -5.278 0.947 4.157 -0.0020 -0.0029 0.0081 0.106
H -5.213 -0.074 6.409 -0.0004 -0.0004 -0.0039 0.108
H -3.442 -1.698 6.978 0.0016 0.0041 0.0009 0.108
H -1.731 -2.299 5.312 -0.0038 0.0129 -0.0031 0.110
H 1.397 -2.611 3.113 0.0271 0.0178 -0.0123 0.089
H 2.024 -4.940 3.574 0.0016 0.0063 -0.0003 0.108
H 0.296 -6.704 3.656 -0.0051 0.0000 -0.0001 0.107
H -2.076 -6.122 3.251 -0.0044 0.0061 -0.0001 0.108
H -2.713 -3.794 2.779 0.0136 -0.0109 -0.0020 0.111
N -2.929 3.710 0.067 -0.0738 0.0309 0.0466 0.040
C -2.124 4.484 1.006 0.0680 -0.0340 0.0783 -0.153
C -0.813 3.753 1.165 -0.1707 0.0635 -0.1799 -0.609
O -0.721 2.606 1.570 0.0015 -0.1941 0.0711 -0.106
O 0.275 4.390 0.760 -0.0056 0.2923 0.0101 -0.283
H -2.515 3.729 -0.857 0.0078 0.0041 -0.0133 0.063
H -3.857 4.108 0.005 -0.0092 -0.0389 0.0059 0.088
H -2.614 4.463 1.981 0.0030 0.0636 -0.0031 0.136
H -1.931 5.521 0.725 0.0220 -0.0026 -0.0271 0.126
Cl -1.140 3.389 -7.236 -0.0145 0.0059 -0.0059 0.706
C -1.065 3.121 -5.543 -0.0369 -0.0464 0.0010 -0.734
C -1.767 2.072 -4.956 0.0762 0.1238 -0.1544 -0.704
Cl -2.776 1.087 -5.935 0.0027 -0.0299 0.0060 0.720
C -1.648 1.819 -3.596 0.0659 0.0386 0.1622 -0.603
Cl -2.546 0.496 -2.950 -0.1767 -0.1616 0.2088 0.677
C -0.827 2.582 -2.738 0.1688 0.2480 0.1145 -0.489
O -0.634 2.366 -1.449 -0.1652 -0.0786 -0.6246 -0.428
C -0.196 3.678 -3.370 -0.0207 -0.0776 0.0813 -0.592
Cl 0.751 4.729 -2.378 0.0539 0.0087 0.0628 0.754
C -0.286 3.937 -4.731 0.0169 -0.0054 0.0143 -0.713
Cl 0.588 5.244 -5.424 -0.0104 -0.0127 0.0172 0.711
C 3.157 4.420 -0.033 -0.0082 0.0878 0.1458 -0.306
Te 1.680 3.001 0.469 0.3330 -0.1088 -0.1747 1.898
C 2.297 2.985 2.463 0.0031 -0.0037 0.1433 -0.254
H 2.995 5.339 0.527 -0.0188 -0.0298 0.0278 0.042
H 3.138 4.613 -1.099 0.0261 -0.0251 -0.0440 -0.017
H 4.105 3.969 0.262 0.0222 0.0364 -0.0364 0.031
H 3.379 2.879 2.470 -0.0020 0.0199 0.0210 0.042
H 1.837 2.133 2.948 -0.0186 0.0749 0.0699 0.009
H 1.991 3.931 2.905 0.0050 0.0278 0.0005 0.048
```
Forces are in eV/Å.